# 1
{"formula": "C5H11NO", "method": "the ωB97M-V functional and the def2-TZVPD basis", "e_lumo_ev": 0.87, "de_lowest_kj_mol": 152.95, "homo_energy_ev": -8.90, "gap_ev": 9.77, "elements": ["C", "C", "N", "C", "C", "C", "O", "H", "H", "H", "H", "H", "H", "H", "H", "H", "H", "H"], "xyz": [[-2.1438, 0.4830, -0.8380], [-1.4202, -0.2975, 0.2513], [0.0168, -0.0941, 0.3172], [0.5447, 0.3226, 1.6472], [0.8316, -0.5914, -0.6451], [2.2870, -0.1195, -0.6625], [0.4183, -1.3727, -1.4895], [-3.2211, 0.2674, -0.8009], [-1.7543, 0.1860, -1.8096], [-2.0059, 1.5576, -0.7034], [-1.5717, -1.3604, 0.1022], [-1.8412, -0.0053, 1.2157], [-0.0409, -0.1528, 2.4748], [1.5779, -0.0603, 1.7854], [0.3174, 1.3085, 1.2477], [2.5644, 0.0308, -1.7034], [2.9363, -0.9019, -0.2717], [2.5048, 0.8000, -0.1176]], "nbo_charge": [-0.615, -0.217, -0.453, -0.456, 0.678, -0.719, -0.633, 0.213, 0.228, 0.200, 0.211, 0.192, 0.210, 0.216, 0.253, 0.245, 0.232, 0.213]}


# 2
{"formula": "C29H24IN7O5ReSe", "method": "the ωB97M-V functional and the def2-TZVPD basis", "e_lumo_ev": [-6.38, -7.57], "de_lowest_kj_mol": 0.00, "homo_energy_ev": [-12.13, -12.13], "charge": 2, "multiplicity": 4, "gap_ev": [5.75, 4.57], "elements": ["Re", "C", "O", "C", "C", "C", "C", "C", "C", "C", "N", "C", "C", "N", "C", "C", "C", "C", "N", "C", "C", "N", "C", "C", "C", "C", "H", "H", "H", "H", "H", "H", "H", "H", "H", "H", "H", "H", "H", "H", "O", "Se", "O", "O", "O", "I", "C", "C", "N", "N", "C", "H", "H", "H", "C", "C", "C", "C", "N", "C", "C", "H", "H", "H", "H", "H", "H", "H"], "xyz": [[1.9659, 0.3883, 2.4555], [-6.7124, 1.8804, -8.0027], [-6.9977, 1.2540, -6.7512], [-6.0108, 1.1785, -5.8459], [-4.7223, 1.6701, -6.0471], [-3.7742, 1.5347, -5.0486], [-4.0885, 0.9199, -3.8437], [-5.3856, 0.4329, -3.6551], [-6.3358, 0.5578, -4.6392], [-3.0648, 0.7891, -2.8189], [-1.7703, 1.0154, -2.9740], [-1.2169, 0.7577, -1.7605], [-2.1655, 0.3742, -0.8338], [-3.3455, 0.4009, -1.5317], [-1.8500, 0.0531, 0.5124], [-2.7546, -0.3001, 1.5379], [-2.2959, -0.5728, 2.7991], [-0.9276, -0.4969, 3.0682], [-0.0590, -0.1673, 2.1188], [-0.4947, 0.1176, 0.8573], [0.4999, 0.5159, -0.0869], [1.7947, 0.5766, 0.3531], [2.7530, 0.9826, -0.4822], [2.4808, 1.3313, -1.8003], [1.1868, 1.2674, -2.2627], [0.1606, 0.8490, -1.3971], [-7.6297, 1.8277, -8.5769], [-5.9194, 1.3490, -8.5302], [-6.4301, 2.9240, -7.8581], [-4.4578, 2.1587, -6.9729], [-2.7716, 1.9147, -5.1973], [-5.6643, -0.0702, -2.7343], [-7.3411, 0.1792, -4.5087], [-4.2661, 0.2078, -1.1754], [-3.8173, -0.3450, 1.3330], [-2.9747, -0.8290, 3.6001], [-0.5335, -0.6896, 4.0565], [3.7592, 1.0336, -0.0875], [3.2915, 1.6563, -2.4373], [0.9331, 1.5383, -3.2806], [1.2092, 2.2458, 2.6372], [1.0934, 2.2712, 4.3622], [-0.3948, 2.4162, 4.8913], [1.6450, 0.6202, 4.4302], [2.2825, 3.2076, 4.9035], [8.1850, 0.8065, 2.3818], [6.1954, 1.1787, 2.7341], [5.6386, 2.2073, 3.4861], [4.3154, 2.0791, 3.4511], [3.9615, 1.0033, 2.7128], [5.1138, 0.4482, 2.2803], [6.1085, 3.0061, 4.0405], [3.6188, 2.6172, 3.9818], [5.1069, -0.4447, 1.6733], [3.4479, -5.7945, 3.1501], [3.1753, -4.3378, 2.9484], [3.1780, -3.4461, 4.0240], [2.8895, -2.1199, 3.8237], [2.6018, -1.6307, 2.5950], [2.6076, -2.4769, 1.5446], [2.8901, -3.8119, 1.6868], [4.3249, -5.9417, 3.7813], [3.5962, -6.3152, 2.2072], [2.6022, -6.2545, 3.6670], [3.4079, -3.7877, 5.0251], [2.8816, -1.4130, 4.6437], [2.3812, -2.0512, 0.5754], [2.8891, -4.4474, 0.8109]], "mulliken_spin": [2.631, 0.000, 0.000, 0.000, 0.000, -0.001, 0.001, 0.000, 0.000, 0.002, -0.002, 0.000, 0.003, -0.002, 0.003, 0.022, -0.013, 0.019, -0.039, -0.022, 0.016, -0.010, 0.023, -0.016, 0.041, -0.007, 0.000, 0.000, 0.000, 0.000, 0.000, 0.000, 0.000, 0.000, 0.000, 0.001, 0.004, 0.000, 0.001, -0.001, 0.083, 0.035, 0.010, 0.104, 0.011, 0.001, 0.007, 0.035, -0.009, 0.008, -0.004, 0.002, 0.008, 0.002, -0.002, 0.021, -0.011, 0.025, 0.002, 0.015, -0.010, 0.002, 0.000, 0.003, 0.000, 0.003, 0.006, 0.000]}


# 3
{"formula": "C33H27BrF6I2O21", "method": "the ωB97M-V functional and the def2-TZVPD basis", "e_lumo_ev": -1.00, "homo_energy_ev": -8.92, "gap_ev": 7.92, "elements": ["C", "C", "I", "C", "I", "C", "C", "C", "O", "C", "C", "C", "C", "O", "Br", "C", "C", "C", "C", "C", "O", "H", "H", "H", "H", "H", "H", "H", "H", "H", "O", "C", "O", "C", "C", "F", "O", "H", "H", "H", "O", "C", "O", "C", "C", "F", "O", "H", "H", "H", "O", "C", "O", "C", "C", "F", "O", "H", "H", "H", "O", "C", "O", "C", "C", "F", "O", "H", "H", "H", "O", "C", "O", "C", "C", "F", "O", "H", "H", "H", "O", "C", "O", "C", "C", "F", "O", "H", "H", "H"], "xyz": [[1.6262, 0.7811, -0.2011], [2.0612, 0.0173, 0.9900], [2.2177, -2.0570, 0.6501], [2.3717, 0.4904, 2.1864], [2.2401, 2.5520, 2.5847], [2.8311, -0.2252, 3.3764], [4.0484, -0.7514, 3.5079], [4.4269, -1.4312, 4.7647], [5.2286, -2.3376, 4.7832], [3.7680, -0.9185, 5.9940], [4.3921, -0.9316, 7.2387], [5.7689, -1.4953, 7.4652], [6.8736, -0.9150, 6.6297], [7.8327, -1.4713, 6.2490], [6.6621, 1.0050, 6.2425], [3.7056, -0.3823, 8.3137], [2.4408, 0.1571, 8.1768], [1.8136, 0.1467, 6.9385], [2.4922, -0.3841, 5.8599], [1.8713, -0.3715, 4.5121], [0.6860, -0.4944, 4.3280], [0.9787, 0.1798, -0.8249], [2.5075, 1.0350, -0.7883], [1.1299, 1.7028, 0.0805], [4.7772, -0.7126, 2.7129], [6.0429, -1.2774, 8.4967], [5.7973, -2.5670, 7.3108], [4.1892, -0.3623, 9.2801], [1.9334, 0.5996, 9.0179], [0.8293, 0.5699, 6.8278], [1.8731, -0.7186, -2.9768], [0.9527, -1.4419, -3.1387], [1.0278, -2.7611, -3.4082], [-0.2920, -3.3112, -3.3830], [-1.1467, -2.0828, -3.6303], [-2.3310, -2.1327, -2.9693], [-0.3555, -1.0495, -3.0830], [-0.4948, -3.7220, -2.3929], [-0.3960, -4.0847, -4.1373], [-1.3464, -1.8631, -4.6801], [-8.4001, -2.6087, -3.7797], [-7.3808, -2.0566, -3.5473], [-6.8442, -1.8773, -2.3238], [-5.5476, -1.2895, -2.4696], [-5.6574, -0.6380, -3.8349], [-4.4845, -0.6390, -4.5146], [-6.5777, -1.4840, -4.4966], [-4.7880, -2.0707, -2.4680], [-5.3558, -0.5892, -1.6624], [-6.0497, 0.3801, -3.8261], [5.5714, 3.4487, -6.5582], [5.2205, 2.5550, -5.8678], [4.2445, 2.6283, -4.9327], [3.9979, 1.3130, -4.4221], [5.3020, 0.6082, -4.7359], [5.1322, -0.6996, -5.0348], [5.7458, 1.2978, -5.8902], [3.1704, 0.8574, -4.9661], [3.7569, 1.3507, -3.3646], [6.0636, 0.6912, -3.9590], [0.2660, 3.5678, -1.1422], [0.0937, 3.2316, -2.2634], [-0.4118, 4.0127, -3.2435], [-0.3418, 3.2971, -4.4801], [-0.2799, 1.8587, -4.0053], [0.4731, 1.0817, -4.8222], [0.3590, 1.9830, -2.7522], [0.5750, 3.5625, -5.0084], [-1.2059, 3.5228, -5.0975], [-1.2486, 1.3773, -3.8623], [-8.7211, -2.8092, -10.6273], [-8.4783, -2.9393, -9.4777], [-9.0598, -2.2466, -8.4711], [-8.6217, -2.7959, -7.2236], [-7.3193, -3.4590, -7.6194], [-7.0613, -4.5803, -6.9050], [-7.5534, -3.8058, -8.9695], [-9.3447, -3.5318, -6.8712], [-8.5029, -2.0172, -6.4778], [-6.4448, -2.8080, -7.5660], [0.8331, 1.9143, 10.7218], [0.2463, 2.6498, 10.0040], [-0.4206, 3.7566, 10.3930], [-0.8697, 4.4550, 9.2277], [-0.8850, 3.3513, 8.1881], [-0.5681, 3.7982, 6.9529], [0.1413, 2.4913, 8.6522], [-0.1440, 5.2227, 8.9572], [-1.8402, 4.9058, 9.4091], [-1.8194, 2.7911, 8.1296]], "lowdin_charge": [-0.200, -0.759, 0.951, -0.723, 0.985, -0.302, 0.056, -0.321, 0.129, -0.067, -0.198, -0.130, -0.777, 0.078, 0.720, -0.010, -0.022, 0.021, -0.079, -0.325, 0.135, 0.036, 0.095, 0.017, 0.139, 0.129, 0.136, 0.120, 0.086, 0.116, 0.154, -0.564, 0.079, -0.035, -0.301, 0.066, 0.102, 0.146, 0.143, 0.176, 0.189, -0.545, 0.083, -0.042, -0.308, 0.067, 0.113, 0.131, 0.144, 0.174, 0.184, -0.553, 0.067, -0.056, -0.310, 0.080, 0.132, 0.130, 0.131, 0.173, 0.180, -0.533, 0.083, -0.037, -0.315, 0.075, 0.108, 0.147, 0.141, 0.168, 0.186, -0.551, 0.073, -0.050, -0.319, 0.076, 0.129, 0.149, 0.121, 0.170, 0.181, -0.546, 0.079, -0.043, -0.310, 0.082, 0.110, 0.146, 0.140, 0.175]}


# 4
{"formula": "C4H4IN", "method": "the ωB97M-V functional and the def2-TZVPD basis", "e_lumo_ev": 0.12, "de_lowest_kj_mol": 317.96, "homo_energy_ev": -9.57, "gap_ev": 9.69, "elements": ["N", "C", "C", "C", "C", "H", "H", "H", "I", "H"], "xyz": [[1.4344, 1.1255, 0.1838], [0.4253, 0.6593, 0.0117], [-0.8316, 0.1589, 0.0064], [-2.1199, 0.2983, 0.2482], [-1.6987, -1.0877, -0.1410], [-2.8345, 1.1142, 0.3916], [-1.4228, -1.8349, 0.6006], [-2.1194, -1.4951, -0.9796], [4.7637, 0.2816, -0.8851], [4.4036, 0.7800, 0.5634]], "nbo_charge": [-0.278, 0.242, -0.132, -0.092, -0.371, 0.242, 0.191, 0.194, -0.103, 0.106]}


# 5
{"formula": "C3H8NO3", "method": "the ωB97M-V functional and the def2-TZVPD basis", "e_lumo_ev": 3.71, "de_lowest_kj_mol": 40.20, "homo_energy_ev": -4.30, "charge": -1, "gap_ev": 8.02, "elements": ["C", "N", "C", "O", "O", "C", "H", "H", "H", "H", "H", "H", "H", "H", "O"], "xyz": [[-0.2282, 0.9840, 0.2893], [0.1781, -0.4128, 0.5155], [1.4221, -0.6475, 1.2455], [2.1454, 0.3417, 1.4366], [1.5887, -1.8625, 1.5297], [-1.6189, 1.0464, -0.2313], [-0.0641, 1.5416, 1.2183], [0.5714, 1.3596, -0.3575], [-0.5132, -1.1110, 0.6671], [-1.9952, 2.0661, -0.3295], [-2.3040, 0.5685, 0.4815], [-1.7651, 0.5221, -1.1745], [0.5019, -0.8172, -1.9616], [1.0780, -1.9660, -1.2131], [1.0031, -1.6131, -2.1160]], "nbo_charge": [-0.232, -0.742, 0.865, -0.788, -0.820, -0.614, 0.187, 0.195, 0.368, 0.197, 0.194, 0.195, 0.468, 0.496, -0.969]}


# 6
{"formula": "C4H9NO2S", "method": "the ωB97M-V functional and the def2-TZVPD basis", "e_lumo_ev": [-0.82, 0.49], "de_lowest_kj_mol": 655.35, "homo_energy_ev": [-7.49, -7.82], "gap_ev": [6.68, 8.31], "elements": ["C", "C", "O", "C", "S", "C", "N", "O", "H", "H", "H", "H", "H", "H", "H", "H", "H"], "xyz": [[-2.0737, -0.2211, 0.5465], [-1.4296, 0.7057, -0.4766], [-1.4613, 1.9599, 0.0649], [0.0513, 0.3891, -0.8364], [1.2516, 0.5336, 0.3898], [2.6768, -0.1869, -0.5658], [0.8006, -1.0097, 1.4064], [1.3714, -1.9996, 1.0176], [-1.4982, -0.1276, 1.5434], [-2.1888, -1.3154, 0.4257], [-3.0641, 0.2625, 0.5948], [-2.0086, 0.4891, -1.4169], [-1.2550, 1.9023, 0.9828], [0.2617, -0.4810, -1.3375], [2.6261, -1.3849, -0.4947], [3.5696, 0.3752, -0.2885], [2.3702, 0.1087, -1.5554]], "nbo_charge": [-0.641, 0.057, -0.700, -0.482, 0.708, -0.759, -0.082, -0.339, 0.203, 0.229, 0.215, 0.194, 0.468, 0.176, 0.274, 0.241, 0.239]}


# 7
{"formula": "C25H17N6O7S2Sn", "method": "the ωB97M-V functional and the def2-TZVPD basis", "e_lumo_ev": 1.96, "de_lowest_kj_mol": 0.00, "homo_energy_ev": -5.15, "charge": -1, "gap_ev": 7.11, "elements": ["Sn", "C", "C", "C", "C", "N", "C", "C", "C", "C", "C", "C", "N", "C", "C", "C", "C", "C", "N", "H", "H", "H", "H", "H", "H", "H", "H", "H", "H", "H", "O", "S", "O", "O", "C", "C", "C", "C", "C", "C", "S", "O", "O", "O", "H", "H", "H", "H", "N", "C", "O", "C", "C", "N", "C", "N", "H", "H"], "xyz": [[-0.9428, 0.7822, -0.4817], [2.0949, -0.7115, -3.5563], [3.2953, -0.8570, -2.8907], [3.3397, -0.6293, -1.5236], [2.1789, -0.2564, -0.8700], [1.0197, -0.1002, -1.5228], [0.9780, -0.3227, -2.8337], [2.1453, 0.0050, 0.5904], [2.9266, -0.6981, 1.4973], [2.7367, -0.4609, 2.8473], [1.7887, 0.4645, 3.2517], [1.0663, 1.1351, 2.2763], [1.2552, 0.9091, 0.9799], [-0.0094, 2.1124, 2.5932], [-1.0020, 1.7951, 3.5097], [-2.0388, 2.6952, 3.6913], [-2.0367, 3.8736, 2.9654], [-0.9999, 4.0989, 2.0712], [-0.0055, 3.2400, 1.8770], [2.0130, -0.8387, -4.6253], [4.1966, -1.1198, -3.4287], [4.2683, -0.7008, -0.9750], [0.0244, -0.1672, -3.3175], [3.6229, -1.4500, 1.1542], [3.3086, -1.0116, 3.5825], [1.6038, 0.6618, 4.2985], [-0.9997, 0.8328, 4.0026], [-2.8505, 2.4615, 4.3673], [-2.8337, 4.5976, 3.0647], [-0.9737, 5.0004, 1.4695], [-2.3554, -0.8495, 2.1815], [-1.4256, -1.8028, 1.6232], [-0.6684, -2.5761, 2.5801], [-0.5192, -1.1764, 0.6205], [-2.3513, -3.0063, 0.6513], [-2.3887, -4.2785, 1.2074], [-3.0402, -5.3256, 0.5731], [-3.6569, -5.1071, -0.6435], [-3.6269, -3.8412, -1.2096], [-2.9867, -2.7805, -0.5806], [-3.1468, -1.2031, -1.4502], [-3.9780, -1.4782, -2.5900], [-3.6453, -0.2504, -0.4817], [-1.7572, -0.8159, -1.8695], [-1.8802, -4.4338, 2.1478], [-3.0536, -6.3064, 1.0317], [-4.1650, -5.9126, -1.1584], [-4.1122, -3.6489, -2.1551], [1.6647, 3.4793, -0.8903], [1.1837, 2.9100, -2.0307], [-0.0071, 2.5114, -2.0722], [2.0788, 2.7953, -3.1402], [1.6209, 2.3199, -4.3873], [1.2619, 1.9349, -5.4169], [3.4449, 3.1037, -2.9787], [4.5592, 3.3445, -2.7730], [2.6464, 3.6856, -0.8175], [1.1337, 3.3674, -0.0361]], "nbo_charge": [1.511, -0.232, -0.142, -0.228, 0.182, -0.532, 0.107, 0.211, -0.222, -0.140, -0.227, 0.205, -0.462, 0.159, -0.216, -0.152, -0.252, 0.047, -0.433, 0.243, 0.220, 0.221, 0.245, 0.222, 0.218, 0.223, 0.244, 0.220, 0.218, 0.198, -0.971, 2.416, -0.992, -1.103, -0.222, -0.213, -0.214, -0.214, -0.186, -0.342, 2.421, -0.968, -0.968, -1.087, 0.245, 0.207, 0.207, 0.250, -0.836, 0.680, -0.765, -0.603, 0.337, -0.437, 0.327, -0.451, 0.397, 0.426]}